Entry 1:
35
Properties=species:S:1:pos:R:3:nbo_charge:R:1 method="wB97M-V/def2-TZVPD" homo_ev="-12.6 / -10.9" max_force_ha_per_bohr=0.092 e_tot_ha=-636.9388 total_charge=+1 relative_energy_kj_mol=505.5 gap_ev="8.986 / 6.631"
C 3.950 -2.234 -0.629 -0.165
C 3.555 -1.454 0.493 -0.190
C 3.350 -1.945 -1.860 -0.206
C 2.387 -0.729 0.429 -0.181
C 2.301 -1.072 -1.904 -0.184
C 1.698 -0.576 -0.729 -0.191
C -0.159 1.781 1.186 -0.216
C 0.488 0.251 -0.819 0.424
C -0.778 -0.128 -0.030 0.102
C -1.779 -0.911 -0.948 -0.617
C -0.587 -1.087 1.204 -0.613
C -3.214 2.592 0.953 -0.639
C -2.714 1.159 0.971 -0.241
N -1.378 1.182 0.407 -0.434
O 0.312 1.084 -1.918 -0.683
H 4.801 -2.864 -0.402 0.237
H 4.189 -1.456 1.437 0.237
H 3.682 -2.365 -2.764 0.233
H 2.050 -0.197 1.286 0.208
H 1.784 -0.934 -2.884 0.216
H 0.246 1.162 1.924 0.195
H 0.189 2.731 0.962 0.208
H -1.187 -1.541 -1.516 0.234
H -2.293 -0.216 -1.499 0.211
H -2.540 -1.654 -0.316 0.232
H -1.475 -0.957 1.796 0.224
H 0.172 -0.962 1.879 0.222
H -0.474 -2.045 0.771 0.242
H -3.645 2.778 -0.018 0.220
H -4.015 2.766 1.700 0.254
H -2.483 3.338 1.183 0.224
H -3.489 0.610 0.396 0.251
H -2.628 0.814 2.070 0.230
H -1.391 1.860 -0.393 0.449
H 1.077 1.217 -2.417 0.508

Entry 2:
34
Properties=species:S:1:pos:R:3:nbo_charge:R:1 method="wB97M-V/def2-TZVPD" homo_ev=-7.4 max_force_ha_per_bohr=0.097 e_tot_ha=-905.3730 total_charge=0 gap_ev=8.186
C 0.865 0.541 -0.086 -0.125
C 1.106 -0.768 -0.109 -0.259
C 1.932 1.593 0.348 -0.435
C 3.286 1.177 -0.216 -0.405
C -0.970 1.012 -1.641 -0.409
C -1.183 -0.495 -1.752 -0.500
C 3.696 -0.155 0.474 -0.445
C -0.507 1.121 -0.183 -0.207
C -1.037 -1.150 -0.436 0.301
C -1.484 -0.044 0.522 -0.114
C -1.238 -2.553 -0.216 -0.736
C -2.990 0.148 0.383 -0.621
C -1.131 -0.118 1.961 -0.613
S 2.549 -1.628 -0.042 0.230
H 1.857 2.597 -0.137 0.210
H 1.862 1.651 1.447 0.211
H 3.339 0.993 -1.211 0.207
H 4.108 1.872 0.022 0.204
H -0.155 1.299 -2.334 0.215
H -1.817 1.588 -1.932 0.211
H -2.220 -0.640 -2.058 0.215
H -0.630 -1.145 -2.448 0.227
H 4.619 -0.543 0.148 0.209
H 3.701 -0.029 1.567 0.204
H -0.479 2.159 0.354 0.219
H -0.228 -2.827 0.189 0.265
H -1.393 -2.973 -1.238 0.221
H -1.874 -2.916 0.604 0.237
H -3.474 -0.594 0.919 0.211
H -3.448 0.048 -0.602 0.210
H -3.354 1.215 0.614 0.222
H -1.982 -0.693 2.508 0.196
H -1.128 0.861 2.431 0.215
H -0.199 -0.604 2.152 0.229

Entry 3:
47
Properties=species:S:1:pos:R:3:lowdin_spin:R:1 method="wB97M-V/def2-TZVPD" multiplicity=2 homo_ev="-17.3 / -17.3" max_force_ha_per_bohr=0.002 e_tot_ha=-4842.7858 total_charge=+3 relative_energy_kj_mol=0.0 gap_ev="8.899 / 5.458"
Au 0.487 -0.102 0.067 0.534
C -5.611 -0.128 -0.140 0.000
C -4.149 -0.356 0.001 0.000
O -3.251 0.269 -0.675 0.003
N -3.693 -1.241 0.858 0.002
C -2.267 -1.531 1.034 0.019
C -1.651 -2.219 -0.169 0.012
C -2.244 -3.353 -0.689 0.002
C -1.673 -4.003 -1.774 -0.001
C -0.502 -3.496 -2.313 0.001
C 0.056 -2.373 -1.744 0.003
N -0.504 -1.740 -0.696 0.040
H -5.830 0.750 -0.742 0.000
H -6.067 0.001 0.842 0.000
H -6.066 -1.003 -0.612 0.000
H -4.363 -1.713 1.452 0.000
H -2.184 -2.173 1.910 0.000
H -1.746 -0.596 1.264 0.018
H -3.149 -3.737 -0.236 0.001
H -2.129 -4.895 -2.182 0.000
H -0.016 -3.965 -3.157 0.000
H 0.979 -1.955 -2.116 0.000
Cl -4.244 3.146 -1.565 0.000
Ge -3.376 1.362 -2.182 0.001
Cl -4.437 0.264 -3.596 0.000
Cl -1.302 1.484 -2.577 0.009
N 3.349 1.020 -1.469 -0.002
C 3.438 -0.199 -0.978 0.018
O 2.450 -0.854 -0.527 0.222
C 4.771 -0.871 -0.928 0.016
I 5.818 -0.085 0.759 0.010
H 2.483 1.537 -1.462 -0.001
H 4.178 1.493 -1.801 0.000
H 5.362 -0.677 -1.819 0.002
H 4.645 -1.936 -0.769 0.001
C 2.029 3.978 2.076 0.001
N 2.640 2.663 2.305 0.002
C 3.751 2.621 3.266 0.000
C 2.240 1.591 1.706 0.008
O 1.285 1.597 0.840 0.078
H 1.819 4.431 3.042 0.000
H 1.111 3.869 1.509 0.000
H 2.733 4.608 1.534 0.000
H 4.520 3.321 2.946 0.000
H 4.166 1.617 3.311 0.000
H 3.383 2.912 4.248 0.000
H 2.760 0.665 1.952 0.001

Entry 4:
43
Properties=species:S:1:pos:R:3:lowdin_spin:R:1 method="wB97M-V/def2-TZVPD" multiplicity=3 homo_ev="-14.6 / -15.8" max_force_ha_per_bohr=0.074 e_tot_ha=-1785.5352 total_charge=+2 relative_energy_kj_mol=19.8 gap_ev="7.942 / 3.622"
C 0.528 -3.017 1.022 0.062
N -0.400 -2.026 0.800 0.096
N -1.637 -2.516 1.213 0.112
C -1.494 -3.791 1.612 0.037
C -0.142 -4.140 1.515 0.214
B -2.907 -1.627 1.005 0.003
N -2.675 -0.190 1.571 0.072
N -1.571 0.580 1.221 0.054
C -1.671 1.748 1.925 0.023
C -2.863 1.733 2.657 0.123
C -3.471 0.512 2.396 0.006
Ti -0.591 -0.437 -0.375 0.896
N -3.170 -1.472 -0.521 0.079
N -2.242 -0.873 -1.376 0.050
C -2.814 -0.837 -2.628 0.044
C -4.078 -1.433 -2.556 0.113
C -4.263 -1.797 -1.221 0.011
H -2.296 -0.381 -3.460 0.000
H -5.082 -2.245 -0.692 0.000
H -4.786 -1.588 -3.352 0.004
H -3.840 -2.128 1.579 0.000
H -4.425 0.090 2.686 -0.001
H -2.353 -4.388 1.896 0.000
H -3.257 2.519 3.288 0.005
H 0.279 -5.103 1.735 0.009
H -0.899 2.505 1.902 0.000
H 1.583 -2.866 0.831 0.000
H -0.756 1.348 -1.434 0.003
C 0.086 1.968 -1.038 0.014
H -0.353 2.852 -0.560 0.000
H 0.680 1.434 -0.274 0.005
H 0.751 2.239 -1.872 0.001
C 1.424 -0.358 -3.526 -0.001
C 1.961 -0.814 -2.173 -0.003
C 3.092 0.044 -1.613 0.000
O 0.883 -0.818 -1.252 -0.027
H 0.860 0.587 -3.440 0.000
H 0.755 -1.127 -3.934 0.000
H 2.234 -0.201 -4.244 0.000
H 2.317 -1.855 -2.254 -0.001
H 2.751 1.066 -1.377 0.000
H 3.497 -0.416 -0.703 0.000
H 3.914 0.127 -2.330 0.000

Entry 5:
42
Properties=species:S:1:pos:R:3:lowdin_spin:R:1 method="wB97M-V/def2-TZVPD" multiplicity=2 homo_ev="2.5 / 2.5" max_force_ha_per_bohr=0.097 e_tot_ha=-2718.4431 total_charge=-2 gap_ev="1.969 / 1.784"
C 1.152 -0.549 -1.748 0.024
I -1.435 -1.284 -2.576 0.605
H 2.239 -0.542 -1.935 0.000
H 0.691 -0.080 -2.629 0.031
H 0.885 -1.579 -1.506 0.002
C -2.287 -2.432 1.510 0.006
C -1.519 -3.473 1.123 0.007
N -1.183 -3.275 -0.209 0.021
C -1.733 -2.126 -0.655 0.264
N -2.320 -1.539 0.432 0.019
H -2.855 -2.233 2.407 0.002
H -1.204 -4.361 1.645 0.002
C 1.082 3.885 0.175 0.000
C 1.146 1.728 -0.457 0.003
N 0.536 2.639 0.367 0.001
H 2.697 4.501 -1.205 0.000
N 2.075 2.442 -1.156 0.002
H 0.748 4.742 0.735 0.000
Yb -0.794 -0.328 2.292 0.001
C 0.892 0.334 -0.479 -0.001
O 0.337 -0.214 0.541 0.000
C 2.035 3.765 -0.778 0.000
C 3.049 1.914 -2.093 0.001
H 3.742 2.725 -2.345 0.000
H 2.572 1.567 -3.018 0.002
H 3.625 1.094 -1.643 0.000
C -0.497 2.348 1.359 0.000
H -0.950 3.300 1.657 0.000
H -0.034 1.881 2.265 0.000
H -1.286 1.715 0.906 0.000
C -3.075 -0.294 0.412 0.003
H -4.144 -0.496 0.227 0.000
H -2.700 0.349 -0.396 0.000
H -3.006 0.221 1.395 0.000
C -0.456 -4.202 -1.062 0.005
H -1.000 -4.359 -2.002 0.001
H -0.357 -5.152 -0.528 0.000
H 0.547 -3.816 -1.291 0.000
Cl 0.874 -1.038 4.250 0.000
C 1.145 0.491 3.516 0.000
H 1.100 1.293 4.259 0.000
H 2.053 0.472 2.911 0.000

Entry 6:
47
Properties=species:S:1:pos:R:3:lowdin_spin:R:1 method="wB97M-V/def2-TZVPD" multiplicity=2 homo_ev="-4.2 / -4.2" max_force_ha_per_bohr=0.044 e_tot_ha=-3010.2276 total_charge=-1 relative_energy_kj_mol=0.0 gap_ev="6.310 / 6.176"
Cu 12.157 9.897 13.627 0.771
N 13.885 7.965 15.824 0.001
O 13.494 7.012 16.488 0.002
O 13.181 8.312 14.816 0.012
O 15.004 8.455 15.979 0.001
C 13.147 13.952 12.307 0.000
C 12.979 12.727 12.836 0.004
C 13.461 12.438 14.252 0.011
O 13.273 11.217 14.645 0.119
C 14.027 13.396 15.009 0.004
C 14.185 14.732 14.488 0.000
C 13.798 15.003 13.029 0.000
O 14.040 16.090 12.556 -0.001
O 14.614 15.652 15.155 -0.001
O 12.485 11.693 12.284 0.023
H 12.805 14.083 11.286 0.000
H 14.382 13.084 15.983 0.000
C 9.696 12.004 13.202 0.000
O 10.160 10.668 13.016 0.002
C 9.432 9.947 12.077 0.000
C 9.849 8.505 12.225 0.001
N 11.311 8.300 12.374 0.032
C 12.047 8.544 11.126 0.002
C 13.547 8.448 11.373 0.000
O 13.893 9.440 12.288 0.006
C 15.281 9.654 12.428 0.000
H 10.223 12.417 14.058 0.000
H 8.632 11.980 13.471 0.000
H 9.889 12.597 12.309 0.000
H 9.693 10.314 11.073 0.000
H 8.360 10.044 12.264 0.000
H 9.414 7.836 11.473 0.001
H 9.434 8.181 13.190 0.000
H 11.505 7.375 12.736 0.001
H 11.860 9.546 10.738 0.000
H 11.811 7.803 10.348 0.001
H 14.059 8.513 10.397 0.000
H 13.838 7.443 11.738 0.000
H 15.758 8.825 12.962 0.000
H 15.409 10.529 13.065 0.000
H 15.739 9.859 11.458 0.000
C 9.725 9.328 15.956 0.000
O 10.981 9.893 15.582 0.005
H 9.255 9.931 16.735 0.000
H 9.066 9.379 15.090 0.000
H 9.864 8.293 16.273 0.000
H 11.426 10.153 16.395 0.000